(1)
51
Properties=species:S:1:pos:R:3:lowdin_charge:R:1 method="wB97M-V/def2-TZVPD" relative_energy_kcal_mol=19.0 energy_ha=-1550.75461 spin_multiplicity=2 molar_mass_g_mol=468.28 total_charge=+1
Ba 1.41 -0.28 -0.75 1.5157
H 3.32 -0.10 -4.56 0.0255
H -1.35 -0.04 -2.57 0.0530
P -0.34 -2.67 -1.22 0.6478
P -0.26 2.35 -0.82 0.6511
C 1.44 2.92 -0.39 -0.3358
H 1.42 4.02 -0.43 0.0612
H 1.77 2.63 0.62 0.0409
H 2.21 2.56 -1.11 0.0260
C -0.46 3.32 -2.37 -0.2921
H -1.53 3.40 -2.60 0.0457
H -0.03 4.34 -2.30 0.0556
H 0.00 2.77 -3.21 0.0339
C -1.18 3.38 0.35 -0.2443
H -1.06 3.01 1.38 0.0447
H -0.81 4.42 0.30 0.0695
H -2.25 3.34 0.09 0.0678
C 0.65 -3.43 -2.57 -0.2942
H 0.70 -4.52 -2.50 0.0638
H 0.20 -3.15 -3.53 0.0409
H 1.68 -3.05 -2.62 0.0348
C 0.80 -3.10 0.15 -0.3820
H 0.42 -2.76 1.13 0.0485
H 0.88 -4.20 0.16 0.0659
H 1.85 -2.72 0.04 -0.0023
C -1.66 -3.90 -0.97 -0.2670
H -2.41 -3.83 -1.77 0.0519
H -1.30 -4.94 -0.91 0.0631
H -2.20 -3.68 -0.04 0.0551
C -1.10 0.53 1.01 -0.2437
O -2.26 0.42 1.16 0.0986
H -2.73 -0.70 -3.20 0.1174
H -2.53 0.97 -3.16 0.1217
H -1.06 1.06 -5.13 -0.0338
H -1.15 -1.09 -5.07 -0.0376
B -1.46 0.01 -4.75 -0.2990
N -2.07 0.07 -3.35 0.0559
H 2.59 -0.09 -4.76 0.0200
O 0.88 -0.58 2.27 0.0139
B 0.20 0.59 1.83 -0.8511
O 0.30 1.69 2.73 0.1009
C 0.70 1.06 3.88 -0.1849
C 0.50 1.54 5.17 0.0205
C 0.72 0.65 6.23 -0.0768
C 1.05 -0.68 5.99 -0.0811
C 1.17 -1.20 4.68 0.0078
C 1.04 -0.28 3.65 -0.1665
H 0.20 2.58 5.32 0.1292
H 0.62 1.00 7.25 0.1097
H 1.13 -1.39 6.82 0.1108
H 1.37 -2.25 4.46 0.1233



(2)
55
Properties=species:S:1:pos:R:3:lowdin_charge:R:1 method="wB97M-V/def2-TZVPD" energy_ha=-1816.91610 spin_multiplicity=1 smiles="NB(O)[C@H]1C[C@H](C[C@H](O)C(F)(F)F)COS1(=O)=O.CC(C)O.CC(C)O" molar_mass_g_mol=411.25 total_charge=0
N -0.23 -5.13 1.80 0.2210
B 0.89 -4.29 1.94 -0.6335
O 2.14 -4.81 1.64 0.1505
C 0.78 -2.78 2.48 -0.2200
C -0.46 -2.02 1.97 -0.1324
C -0.47 -0.53 2.37 -0.2580
C 0.20 0.40 1.33 -0.0788
C 1.71 0.60 1.45 -0.2690
O 2.08 1.83 2.03 0.0251
C 2.37 0.53 0.06 -0.5658
F 1.58 1.03 -0.91 0.1204
F 3.53 1.18 0.00 0.1737
F 2.60 -0.77 -0.26 0.1368
C 0.10 -0.36 3.78 -0.1500
O -0.19 -1.52 4.57 -0.2137
S 0.75 -2.78 4.26 0.6412
O 2.06 -2.49 4.74 -0.2492
O 0.01 -3.90 4.74 -0.2341
H -0.14 -5.85 1.10 0.0945
H -1.14 -4.70 1.74 0.0809
H 2.74 -4.19 1.23 0.1013
H 1.69 -2.26 2.18 0.1126
H -0.54 -2.10 0.88 0.1300
H -1.35 -2.50 2.38 0.1256
H -1.52 -0.23 2.39 0.1384
H -0.30 1.37 1.33 0.1145
H -0.02 -0.03 0.35 0.1182
H 2.17 -0.21 2.02 0.1398
H 1.29 2.25 2.38 0.1028
H -0.36 0.48 4.30 0.1402
H 1.18 -0.19 3.80 0.1174
C 2.63 1.37 -5.20 -0.0607
C 1.14 1.53 -4.92 -0.5026
C 0.80 2.94 -4.46 -0.0602
O 0.70 0.57 -3.96 -0.0567
H 3.20 1.56 -4.29 0.0806
H 2.84 0.36 -5.54 0.0790
H 2.96 2.07 -5.96 0.0791
H 0.57 1.30 -5.82 0.1359
H 1.33 3.17 -3.53 0.0796
H -0.27 3.03 -4.27 0.0732
H 1.09 3.68 -5.20 0.0791
H 1.18 0.74 -3.14 0.0554
C -3.15 2.88 -1.36 -0.0561
C -2.95 1.60 -0.56 -0.4934
C -4.19 0.72 -0.56 -0.0556
O -2.55 1.90 0.78 -0.0696
H -3.97 3.47 -0.92 0.0823
H -2.25 3.48 -1.35 0.0793
H -3.41 2.65 -2.39 0.0824
H -2.11 1.04 -0.98 0.1333
H -5.03 1.25 -0.10 0.0830
H -4.01 -0.19 0.01 0.0765
H -4.47 0.44 -1.57 0.0831
H -3.25 2.40 1.20 0.0929



(3)
67
Properties=species:S:1:pos:R:3:lowdin_charge:R:1 method="wB97M-V/def2-TZVPD" energy_ha=-2644.41091 spin_multiplicity=1 molar_mass_g_mol=788.03 total_charge=-1
C 1.89 -3.36 0.59 -0.2555
C 1.46 -1.91 0.80 -0.7902
I 2.74 -0.72 2.02 0.9636
C 0.38 -1.37 0.24 -0.5470
I -0.75 -2.71 -1.03 0.9124
B -0.12 0.20 0.39 -0.8175
O -0.30 0.59 1.86 0.0207
C 0.30 1.67 2.18 -0.4700
N 0.90 2.66 2.30 0.1448
O -1.32 0.44 -0.43 -0.1325
C -2.26 1.36 0.08 -0.1769
C -3.35 0.77 1.01 -0.3857
C -3.50 -0.73 0.80 -0.0596
O -4.61 1.41 0.74 -0.0505
H 2.78 -3.58 1.19 0.0470
H 1.05 -3.97 0.94 0.0320
H 2.04 -3.58 -0.46 0.0198
H 0.80 0.86 -0.06 0.0995
H -2.84 1.73 -0.79 0.1254
H -1.80 2.25 0.52 0.1240
H -3.02 0.95 2.04 0.1333
H -4.33 -1.15 1.38 0.0825
H -3.66 -0.97 -0.25 0.0830
H -2.60 -1.20 1.18 0.0395
H -5.25 0.70 0.73 0.0641
C -1.90 -2.82 4.99 0.0435
N -1.36 -3.02 3.62 -0.4384
O -2.16 -3.10 2.71 0.0574
O -0.16 -3.09 3.51 0.0691
H -2.98 -2.78 4.93 0.0909
H -1.57 -3.66 5.60 0.0945
H -1.50 -1.88 5.36 0.1002
C -0.09 5.16 3.96 0.0252
N -1.28 6.03 4.17 -0.4575
O -2.36 5.62 3.81 0.0662
O -1.08 7.11 4.71 0.0344
H -0.40 4.25 3.47 0.0457
H 0.61 5.71 3.33 0.0974
H 0.35 4.96 4.93 0.0976
C -1.28 0.62 -3.84 0.0407
N -1.53 -0.02 -5.16 -0.4478
O -2.49 -0.76 -5.26 0.0551
O -0.75 0.23 -6.06 0.0417
H -2.04 0.30 -3.14 0.0911
H -0.29 0.30 -3.50 0.1009
H -1.31 1.70 -3.99 0.0753
C 1.85 3.74 -3.86 0.0416
N 0.55 3.37 -3.26 -0.4343
O -0.45 3.93 -3.68 0.0512
O 0.56 2.52 -2.39 0.0772
H 1.67 4.50 -4.61 0.0913
H 2.49 4.12 -3.06 0.0960
H 2.28 2.85 -4.30 0.0855
C 1.85 -7.56 -2.09 0.0415
N 1.91 -6.20 -1.50 -0.4367
O 2.29 -5.30 -2.21 0.0654
O 1.56 -6.09 -0.34 0.0564
H 2.18 -7.51 -3.12 0.0909
H 2.50 -8.20 -1.50 0.0957
H 0.82 -7.90 -2.03 0.0981
C 3.85 1.88 -0.58 0.0312
N 4.45 1.67 -1.93 -0.4354
O 3.71 1.61 -2.89 0.0461
O 5.66 1.59 -1.98 0.0491
H 2.77 1.93 -0.67 0.0713
H 4.16 1.04 0.04 0.0274
H 4.26 2.81 -0.18 0.1012



(4)
57
Properties=species:S:1:pos:R:3:lowdin_charge:R:1 method="wB97M-V/def2-TZVPD" energy_ha=-1886.93167 spin_multiplicity=1 molar_mass_g_mol=438.34 total_charge=-1
N 7.35 2.81 -0.85 0.1081
C 7.44 1.65 -0.78 -0.5675
O 7.42 0.47 -0.40 -0.2716
P 8.02 0.25 1.37 0.2955
H 6.69 0.69 1.79 -0.0613
H 7.59 -1.14 1.32 -0.0832
H 9.32 -0.19 0.86 -0.0829
H 8.50 1.63 1.36 -0.0667
H 8.47 0.14 2.75 -0.0982
C 2.70 6.94 -4.80 -0.0618
O 3.05 6.12 -3.69 -0.0072
C 4.36 5.92 -3.54 -0.6351
O 5.22 6.36 -4.27 0.1127
O 4.55 5.16 -2.48 0.0015
C 5.93 4.84 -2.19 -0.0574
H 1.62 7.03 -4.81 0.0876
H 3.14 7.93 -4.71 0.0934
H 3.02 6.47 -5.73 0.0938
H 6.50 5.75 -1.99 0.0948
H 6.38 4.28 -3.01 0.0888
H 5.95 4.21 -1.30 0.0315
C 1.26 -0.71 0.81 -0.0502
O 1.57 -0.47 -0.56 -0.0094
C 2.75 0.14 -0.75 -0.6253
O 3.51 0.46 0.12 0.1450
O 2.92 0.31 -2.06 -0.0010
C 4.16 0.95 -2.41 -0.0261
H 0.29 -1.20 0.83 0.0829
H 2.00 -1.38 1.25 0.0985
H 1.20 0.22 1.36 0.0964
H 5.01 0.35 -2.10 0.0922
H 4.22 1.94 -1.98 0.0938
H 4.17 1.03 -3.50 0.0906
C -3.29 -2.90 -0.78 -0.0318
O -2.74 -2.90 0.54 0.0136
C -3.57 -3.34 1.47 -0.6108
O -4.70 -3.73 1.29 0.1022
O -2.95 -3.29 2.64 0.0155
C -3.73 -3.74 3.75 -0.0354
H -2.51 -2.51 -1.44 0.0961
H -3.55 -3.91 -1.09 0.0973
H -4.16 -2.25 -0.84 0.0991
H -4.01 -4.79 3.62 0.0976
H -4.62 -3.12 3.87 0.0987
H -3.11 -3.65 4.64 0.0939
C -7.63 -4.53 1.54 -0.0348
O -8.20 -3.23 1.73 0.0142
C -9.44 -3.24 2.20 -0.6294
O -10.09 -4.21 2.48 0.1205
O -9.85 -1.97 2.33 0.0019
C -11.17 -1.83 2.83 -0.0484
H -6.63 -4.39 1.15 0.0564
H -7.57 -5.06 2.49 0.1002
H -8.21 -5.10 0.82 0.0979
H -11.25 -2.25 3.83 0.0961
H -11.89 -2.29 2.16 0.0961
H -11.38 -0.76 2.89 0.0912



(5)
64
Properties=species:S:1:pos:R:3:lowdin_charge:R:1 method="wB97M-V/def2-TZVPD" energy_ha=-7070.54962 spin_multiplicity=1 molar_mass_g_mol=772.81 total_charge=0
C 1.45 1.26 5.20 -0.1169
O 0.13 1.06 5.66 -0.1821
C -0.82 1.07 4.60 -0.2461
C -0.90 -0.27 3.85 -0.1843
C -1.09 -0.04 2.34 -0.2551
C 0.19 0.60 1.73 -0.2483
Si 1.03 -0.55 0.46 0.4779
C 1.00 -2.29 1.20 -0.0921
B 2.38 -3.07 1.10 -0.7186
O 2.46 -4.21 0.30 0.1132
O 3.49 -2.65 1.76 0.1808
C 0.03 -0.37 -1.13 -0.1616
C 0.66 -0.98 -2.41 -0.3907
O 2.07 -1.15 -2.34 -0.0583
C 0.42 -0.01 -3.60 -0.2190
N -0.04 -0.66 -4.83 0.0035
O 2.66 -0.11 0.34 -0.3902
Si 2.98 1.50 -0.03 0.4455
H 2.15 1.19 6.03 0.0892
H 1.55 2.21 4.66 0.0925
H 1.71 0.45 4.50 0.0709
H -0.65 1.91 3.92 0.1232
H -1.78 1.28 5.08 0.0287
H 0.02 -0.85 4.01 0.1002
H -1.73 -0.89 4.20 0.0871
H -1.96 0.60 2.18 0.0858
H -1.32 -0.98 1.82 0.0884
H -0.14 1.46 1.14 0.0668
H 0.89 0.99 2.47 0.0522
H 0.78 -2.19 2.27 0.0708
H 0.17 -2.85 0.76 0.0771
H 2.30 -4.98 0.88 0.1055
H 3.30 -1.84 2.25 0.1015
H -0.93 -0.86 -0.97 0.0915
H -0.20 0.70 -1.24 0.0780
H 0.22 -1.95 -2.65 0.1326
H 2.31 -2.02 -1.99 0.0971
H 1.32 0.58 -3.77 0.1214
H -0.36 0.72 -3.34 0.0950
H -0.68 -1.39 -4.54 -0.0038
H 0.73 -1.03 -5.37 0.0718
H 4.35 1.77 0.47 -0.0547
H 2.08 2.43 0.65 -0.0520
H 3.00 1.70 -1.49 -0.0547
C -3.71 0.50 -5.01 -1.5879
Cl -3.45 2.24 -4.81 0.5268
Cl -4.07 -0.26 -3.46 0.5120
Cl -5.01 0.19 -6.17 0.5014
H -2.79 0.07 -5.39 -0.0824
C -2.53 -3.60 -6.29 -1.5100
Cl -2.25 -3.74 -4.55 0.5350
Cl -2.56 -1.90 -6.79 0.5747
Cl -1.30 -4.49 -7.19 0.5366
H -3.49 -4.04 -6.52 0.0163
C -4.95 0.48 5.54 -1.5206
Cl -4.43 0.25 3.87 0.5662
Cl -5.18 -1.07 6.35 0.5315
Cl -3.80 1.49 6.43 0.5762
H -5.90 1.00 5.52 0.0111
C 3.94 5.58 -1.53 -1.5084
Cl 4.46 5.24 -3.18 0.5355
Cl 3.66 4.07 -0.64 0.5172
Cl 5.13 6.58 -0.69 0.5342
H 3.01 6.12 -1.57 0.0148



(6)
54
Properties=species:S:1:pos:R:3:lowdin_charge:R:1 method="wB97M-V/def2-TZVPD" relative_energy_kcal_mol=116.4 energy_ha=-1617.13989 spin_multiplicity=1 molar_mass_g_mol=368.78 total_charge=-2
Li -1.36 0.17 -1.49 0.4491
Cl -0.33 -2.03 -1.88 -0.5445
C -0.48 2.42 -2.06 -1.3118
O -0.95 2.15 -0.98 -0.1584
O -0.47 1.55 -2.92 -0.1639
O 0.03 3.47 -2.21 -0.0860
C -3.81 -1.89 -4.02 -0.0952
O -4.62 -0.70 -3.75 -0.2195
C -3.93 0.54 -3.42 -0.1603
C -4.03 1.06 -1.91 -0.1902
N -3.32 0.09 -1.14 -0.1117
C -3.65 0.17 0.31 -0.1834
C -3.45 -1.18 0.98 -0.1987
O -4.42 -2.25 0.72 -0.2198
C -4.33 -3.46 1.52 -0.1025
H -2.80 -1.84 -3.61 0.0394
H -3.78 -1.96 -5.10 0.0674
H -4.21 -2.85 -3.68 0.0683
H -4.23 1.33 -4.11 0.1071
H -2.85 0.44 -3.56 0.0978
H -5.07 1.03 -1.58 0.1047
H -3.54 2.03 -1.90 0.1243
H -3.84 -0.78 -1.20 0.0970
H -4.70 0.38 0.51 0.1089
H -3.13 0.97 0.84 0.1239
H -3.31 -1.08 2.06 0.1079
H -2.53 -1.74 0.82 0.0988
H -3.35 -3.90 1.32 0.0909
H -5.31 -3.93 1.63 0.0813
H -4.20 -3.19 2.57 0.0587
C 5.97 3.47 2.80 -0.0902
O 6.20 2.17 2.20 -0.2213
C 6.01 2.09 0.81 -0.2328
C 5.59 0.63 0.52 -0.2028
N 4.29 0.47 1.22 -0.0267
C 3.98 -0.96 1.30 -0.2050
C 2.54 -1.23 1.70 -0.2240
O 1.60 -0.39 1.02 -0.1792
C 0.30 -0.65 1.53 -0.1411
H 6.37 4.33 2.27 0.0808
H 6.47 3.47 3.76 0.0739
H 4.89 3.52 2.96 0.0920
H 6.90 2.33 0.23 0.1095
H 5.20 2.75 0.50 0.1271
H 6.37 0.04 0.99 0.1000
H 5.65 0.35 -0.53 0.1203
H 4.52 0.81 2.14 0.0950
H 4.52 -1.43 2.11 0.1037
H 4.19 -1.47 0.36 0.1201
H 2.40 -0.90 2.73 0.1001
H 2.18 -2.26 1.63 0.1158
H 0.07 -1.70 1.36 0.0612
H -0.54 -0.14 1.07 0.0668
H 0.31 -0.35 2.58 0.0770



(7)
51
Properties=species:S:1:pos:R:3:lowdin_charge:R:1 method="wB97M-V/def2-TZVPD" energy_ha=-2841.76864 spin_multiplicity=1 molar_mass_g_mol=356.15 total_charge=-1
C -5.51 -0.13 1.26 -0.0080
C -4.46 0.01 1.88 -0.2600
C -3.02 0.31 2.45 -0.2483
Ga -1.84 1.12 0.90 0.3962
C -0.26 -0.25 0.71 -0.2958
N 0.77 0.17 -0.30 -0.2106
C 0.99 -0.98 -1.25 -0.1664
C -1.23 2.96 1.58 -0.1860
C 0.13 3.50 0.98 -0.6891
N 1.32 2.72 1.46 0.0577
N 0.32 4.90 1.55 -0.0018
N 0.15 3.66 -0.49 0.0623
N -2.98 1.16 -0.66 0.0103
C -2.48 1.81 -1.64 -0.5000
C -2.84 3.37 -1.76 -0.0944
C -1.56 1.20 -2.78 -0.0914
H -6.38 -0.19 0.56 0.0163
H -2.56 -0.65 2.85 0.0391
H -3.15 1.02 3.32 0.0315
H -0.66 -1.31 0.55 0.0483
H 0.22 -0.26 1.75 0.0383
H 1.66 0.20 0.23 0.0606
H 1.44 -0.53 -2.19 0.0712
H -0.01 -1.42 -1.53 0.0751
H 1.67 -1.77 -0.81 0.0549
H -1.05 2.85 2.71 0.0563
H -2.07 3.72 1.50 0.0606
H 1.02 1.96 2.08 0.0481
H 1.88 2.39 0.68 0.0465
H 0.09 4.77 2.55 0.0488
H 1.29 5.20 1.45 0.0470
H 1.12 3.79 -0.83 0.0677
H -0.27 4.59 -0.66 0.0668
H -3.95 3.48 -1.90 0.0626
H -2.37 3.80 -2.72 0.0554
H -2.45 3.94 -0.86 0.0432
H -0.48 1.52 -2.74 0.0605
H -1.66 0.07 -2.87 0.0677
H -1.97 1.60 -3.78 0.0582
C 2.24 -4.87 0.61 -0.0093
C 2.71 -4.71 -0.81 -0.5492
O 2.11 -4.02 -1.62 0.0315
N 3.85 -5.36 -1.19 -0.0039
C 4.69 -6.21 -0.38 -0.0883
H 1.32 -4.29 0.75 0.0854
H 2.02 -5.92 0.82 0.0824
H 2.99 -4.50 1.30 0.0844
H 4.10 -5.20 -2.15 0.1370
H 5.70 -5.79 -0.37 0.0795
H 4.73 -7.20 -0.85 0.0788
H 4.33 -6.31 0.64 0.0720



(8)
54
Properties=species:S:1:pos:R:3:lowdin_charge:R:1 method="wB97M-V/def2-TZVPD" relative_energy_kcal_mol=259.9 energy_ha=-1661.20777 spin_multiplicity=1 molar_mass_g_mol=452.73 total_charge=0
Ag 1.54 -1.55 -0.25 0.7396
Cl 0.44 -0.05 0.65 0.6874
C 3.76 0.54 -0.99 -0.0623
O 2.74 -0.46 -1.25 -0.3341
C 1.64 0.09 -1.96 -0.2567
C 0.93 -1.05 -2.73 -0.1321
O 0.44 -2.07 -1.84 -0.4225
C -0.19 -3.15 -2.50 -0.0737
H 3.97 1.16 -1.86 0.1054
H 4.68 0.02 -0.73 0.1125
H 3.45 1.12 -0.13 -0.0028
H 1.95 0.95 -2.55 0.1398
H 0.92 0.60 -1.32 0.0319
H 1.50 -1.55 -3.50 0.1368
H 0.11 -0.64 -3.32 0.1158
H -0.97 -2.86 -3.20 0.1102
H -0.58 -3.85 -1.76 0.1043
H 0.60 -3.66 -3.05 0.1033
C -2.66 1.57 0.13 -0.0040
C -2.90 0.55 1.24 -0.5741
O -4.05 0.47 1.60 0.0416
N -1.93 -0.20 1.71 -0.0854
C -1.99 -1.20 2.76 -0.0522
H -1.59 1.77 0.03 0.0533
H -3.18 2.52 0.28 0.0986
H -2.98 1.19 -0.84 0.0718
H -1.02 -0.21 1.27 -0.1364
H -2.85 -1.01 3.41 0.0897
H -1.10 -1.17 3.38 0.0772
H -2.15 -2.20 2.36 0.0754
C -1.73 -2.04 -0.64 -0.0173
C -1.82 -0.91 -1.62 -0.5402
O -2.43 -1.06 -2.67 0.0438
N -1.13 0.22 -1.31 -0.1555
C -1.10 1.42 -2.16 -0.0708
H -0.66 -2.26 -0.58 0.0271
H -2.27 -2.87 -1.09 0.0994
H -2.21 -1.85 0.32 0.0723
H -0.49 0.21 -0.53 -0.1767
H -2.09 1.86 -2.28 0.0917
H -0.61 1.14 -3.09 0.0829
H -0.58 2.25 -1.68 0.0992
C 3.12 1.21 1.63 -0.0564
C 2.31 1.81 2.77 -0.5102
O 2.87 2.55 3.58 0.0299
N 0.99 1.42 2.75 -0.0452
C -0.09 1.72 3.70 -0.0640
H 3.47 0.20 1.86 0.1092
H 3.87 1.95 1.37 0.1042
H 2.59 1.13 0.68 -0.0057
H 0.69 0.68 2.13 -0.1048
H -0.18 1.07 4.57 0.0786
H -1.07 1.69 3.21 0.0674
H 0.01 2.74 4.05 0.0828